# 1
{
  "formula": "C8H14B2",
  "method": "ωB97M-V with the def2-TZVPD basis set",
  "symbols": ["B", "B", "C", "C", "C", "C", "C", "C", "C", "C", "H", "H", "H", "H", "H", "H", "H", "H", "H", "H", "H", "H", "H", "H"],
  "coordinates": [[1.929, -2.857, 0.094], [-1.895, 0.358, 0.824], [1.030, -1.247, -1.657], [1.224, -1.545, -0.379], [-1.235, 2.874, 1.459], [-1.290, 1.581, 1.764], [0.219, -0.109, -2.196], [0.428, -0.704, 0.729], [0.143, 0.940, -1.066], [-0.502, 0.214, 0.103], [2.277, -3.556, -0.872], [2.084, -3.057, 1.315], [-2.219, -0.683, 1.435], [-2.940, 0.678, 0.265], [1.497, -1.889, -2.301], [-0.746, 3.546, 2.186], [-1.598, 3.302, 0.627], [-0.584, 1.190, 2.585], [0.905, 0.213, -2.966], [-0.711, -0.636, -2.537], [0.078, -1.496, 1.393], [1.303, -0.190, 1.211], [1.099, 1.251, -0.836], [-0.495, 1.820, -1.180]],
  "nbo_charge": [0.423, -0.286, -0.066, -0.365, -0.357, -0.277, -0.448, -0.603, -0.520, 0.388, -0.071, -0.065, -0.002, 0.014, 0.205, 0.193, 0.184, 0.194, 0.240, 0.253, 0.248, 0.263, 0.215, 0.239],
  "e_homo_ha": -0.34319,
  "fmax_ha_per_bohr": 0.08262,
  "e_lumo_ha": -0.0300
}


# 2
{
  "formula": "C5H7N",
  "method": "ωB97M-V with the def2-TZVPD basis set",
  "symbols": ["C", "C", "C", "C", "N", "C", "H", "H", "H", "H", "H", "H", "H"],
  "coordinates": [[-2.581, 1.112, -0.425], [-1.763, 0.529, 0.402], [-0.903, -0.068, 1.194], [0.441, -0.461, 0.720], [0.882, -0.101, -0.412], [2.209, -0.522, -0.790], [-2.568, 2.191, -0.557], [-3.280, 0.535, -1.025], [-1.165, -0.279, 2.229], [1.036, -1.077, 1.414], [2.823, 0.367, -0.974], [2.154, -1.073, -1.736], [2.712, -1.153, -0.039]],
  "nbo_charge": [-0.489, 0.180, -0.375, 0.093, -0.391, -0.433, 0.230, 0.229, 0.232, 0.148, 0.205, 0.205, 0.166],
  "e_homo_ha": -0.33934,
  "fmax_ha_per_bohr": 0.00909,
  "e_lumo_ha": 0.0334
}


# 3
{
  "formula": "C6H12O",
  "method": "ωB97M-V with the def2-TZVPD basis set",
  "symbols": ["C", "C", "C", "C", "C", "C", "O", "H", "H", "H", "H", "H", "H", "H", "H", "H", "H", "H", "H"],
  "coordinates": [[-1.570, 0.906, -0.655], [-0.140, 0.903, -0.087], [0.812, 1.534, -1.121], [0.370, -0.519, 0.095], [1.341, -1.116, 1.084], [0.023, -1.802, 0.819], [-0.833, -1.985, 1.909], [-2.321, 0.542, 0.056], [-1.847, 1.921, -0.957], [-1.638, 0.270, -1.549], [-0.082, 1.472, 0.847], [0.581, 2.594, -1.243], [0.730, 1.074, -2.122], [1.869, 1.438, -0.836], [0.609, -0.789, -0.914], [2.261, -1.530, 0.688], [1.435, -0.728, 2.100], [0.069, -2.654, 0.136], [-1.668, -1.532, 1.749]],
  "nbo_charge": [-0.600, -0.219, -0.601, -0.247, -0.437, 0.092, -0.703, 0.202, 0.209, 0.204, 0.205, 0.208, 0.201, 0.215, 0.201, 0.208, 0.224, 0.166, 0.472],
  "e_homo_ha": -0.36045,
  "fmax_ha_per_bohr": 0.01664,
  "e_lumo_ha": 0.0335
}


# 4
{
  "formula": "C3H8OSe",
  "method": "ωB97M-V with the def2-TZVPD basis set",
  "symbols": ["C", "C", "C", "O", "Se", "H", "H", "H", "H", "H", "H", "H", "H"],
  "coordinates": [[-1.477, -1.733, -0.305], [1.517, 1.082, 0.009], [-1.542, 0.529, 1.286], [0.897, 0.809, -1.224], [-1.889, 0.221, -0.359], [-1.872, -2.212, -1.221], [-0.493, -2.011, -0.014], [-2.256, -1.973, 0.460], [0.693, 1.388, 0.665], [2.217, 1.917, 0.070], [1.927, 0.277, 0.557], [-1.276, 1.575, 1.544], [0.486, -0.075, -1.320]],
  "nbo_charge": [-0.819, -0.251, -0.657, -0.728, 0.591, 0.220, 0.229, 0.245, 0.160, 0.191, 0.172, 0.171, 0.476],
  "e_homo_ha": -0.30178,
  "fmax_ha_per_bohr": 0.06999,
  "e_lumo_ha": -0.0069
}


# 5
{
  "formula": "C31H37N9O2PTi",
  "method": "ωB97M-V with the def2-TZVPD basis set",
  "symbols": ["Ti", "N", "C", "C", "N", "C", "C", "N", "C", "C", "N", "H", "H", "H", "H", "H", "H", "H", "H", "H", "H", "H", "H", "H", "H", "H", "H", "H", "H", "O", "C", "O", "C", "C", "C", "C", "C", "C", "P", "C", "C", "C", "C", "C", "C", "C", "C", "C", "C", "C", "C", "H", "H", "H", "H", "H", "H", "H", "H", "H", "H", "H", "H", "H", "H", "N", "C", "N", "C", "N", "C", "C", "N", "C", "C", "N", "H", "H", "H", "H", "H"],
  "coordinates": [[-1.046, -0.124, -1.440], [-2.951, -1.134, -1.385], [-3.309, 0.115, -1.755], [-1.608, 0.477, -3.485], [-0.250, 0.718, -3.264], [0.196, 2.127, -3.234], [-0.719, 2.931, -2.329], [-0.966, 2.128, -1.119], [0.789, -0.253, -3.663], [1.840, -0.365, -2.542], [1.234, 0.006, -1.240], [-2.998, -1.873, -2.083], [-3.016, -1.397, -0.361], [-3.517, 0.812, -0.951], [-3.826, 0.274, -2.687], [-2.198, 1.325, -3.799], [-1.829, -0.464, -3.979], [0.219, 2.526, -4.251], [1.217, 2.142, -2.850], [-1.671, 3.136, -2.814], [-0.263, 3.894, -2.096], [-1.794, 2.459, -0.634], [-0.219, 2.269, -0.436], [1.246, 0.067, -4.602], [0.295, -1.208, -3.845], [2.708, 0.259, -2.757], [2.198, -1.392, -2.495], [1.501, 0.952, -0.980], [1.598, -0.563, -0.480], [-2.816, -1.415, 1.207], [-1.911, -0.620, 1.467], [-1.242, 0.015, 0.536], [-1.575, -0.313, 2.885], [-2.613, -0.494, 3.797], [-2.420, -0.251, 5.146], [-1.171, 0.146, 5.590], [-0.125, 0.306, 4.690], [-0.302, 0.098, 3.324], [1.137, 0.265, 2.184], [2.567, 0.354, 3.310], [3.283, -0.824, 3.523], [4.366, -0.845, 4.388], [4.755, 0.318, 5.038], [4.055, 1.498, 4.827], [2.964, 1.517, 3.971], [1.000, 2.016, 1.650], [-0.046, 2.855, 2.027], [-0.105, 4.167, 1.567], [0.877, 4.660, 0.719], [1.936, 3.838, 0.345], [1.996, 2.531, 0.812], [-3.573, -0.831, 3.431], [-3.236, -0.384, 5.843], [-0.999, 0.330, 6.643], [0.846, 0.597, 5.065], [2.991, -1.734, 3.012], [4.911, -1.765, 4.551], [5.604, 0.304, 5.707], [4.357, 2.405, 5.334], [2.418, 2.441, 3.829], [-0.815, 2.489, 2.696], [-0.913, 4.812, 1.891], [0.838, 5.686, 0.376], [2.731, 4.225, -0.280], [2.858, 1.918, 0.564], [0.314, -3.985, 0.008], [0.128, -2.673, -0.024], [-0.421, -2.342, -1.190], [-0.555, -3.552, -1.832], [-0.112, -4.562, -1.125], [-1.132, -3.770, -3.170], [-0.855, -4.942, -3.870], [-1.382, -5.178, -5.063], [-2.190, -4.249, -5.560], [-2.466, -3.078, -4.867], [-1.936, -2.832, -3.670], [0.683, -4.550, 0.758], [0.402, -1.987, 0.768], [-0.197, -5.693, -3.451], [-2.630, -4.435, -6.531], [-3.132, -2.333, -5.287]],
  "mulliken_spin": [0.716, 0.010, 0.142, 0.063, -0.007, 0.004, 0.008, 0.000, 0.007, 0.004, 0.010, -0.007, 0.010, 0.010, 0.002, 0.000, -0.017, -0.002, -0.001, -0.001, 0.000, 0.001, -0.003, 0.004, -0.004, 0.000, 0.000, 0.002, 0.007, 0.004, 0.012, -0.022, -0.003, 0.001, 0.000, 0.000, 0.000, -0.001, 0.002, 0.000, 0.000, 0.000, 0.000, 0.000, 0.000, 0.000, 0.001, 0.000, -0.001, 0.000, 0.000, 0.000, 0.000, 0.000, 0.000, 0.000, 0.000, 0.000, 0.000, 0.000, 0.000, 0.000, 0.000, 0.000, -0.001, 0.001, 0.013, 0.009, 0.007, -0.001, 0.007, 0.001, 0.000, 0.001, 0.002, 0.005, 0.000, 0.002, 0.000, 0.000, 0.000],
  "e_homo_ha": [-0.48226, -0.48231],
  "fmax_ha_per_bohr": 0.01210,
  "s2": 0.75,
  "multiplicity": 2,
  "charge": 2,
  "e_lumo_ha": [-0.2034, -0.2329]
}


# 6
{
  "formula": "C6H8N2",
  "method": "ωB97M-V with the def2-TZVPD basis set",
  "symbols": ["C", "C", "C", "C", "C", "C", "H", "H", "H", "H", "H", "H", "H", "H", "N", "N"],
  "coordinates": [[-1.607, -0.303, 0.024], [-0.152, -0.098, 0.227], [0.666, -1.206, 0.006], [1.937, -1.013, -0.223], [2.198, 0.293, -0.014], [0.783, 1.024, 0.167], [-3.108, 1.117, 0.502], [-1.358, 1.673, -0.386], [-3.037, -1.169, -0.548], [0.206, -2.180, 0.384], [2.773, -1.790, -0.601], [3.264, 0.818, 0.209], [0.767, 1.621, 1.090], [0.917, 1.773, -0.675], [-2.141, 0.884, -0.325], [-2.109, -1.443, 0.163]],
  "nbo_charge": [0.381, -0.147, -0.146, -0.286, -0.116, -0.522, 0.402, 0.401, 0.319, 0.244, 0.236, 0.228, 0.253, 0.254, -0.841, -0.657],
  "e_homo_ha": -0.29714,
  "fmax_ha_per_bohr": 0.18062,
  "e_lumo_ha": 0.0065
}


# 7
{
  "formula": "C3H7N5",
  "method": "ωB97M-V with the def2-TZVPD basis set",
  "symbols": ["N", "C", "C", "N", "N", "C", "N", "N", "H", "H", "H", "H", "H", "H", "H"],
  "coordinates": [[0.392, 1.600, -1.507], [1.128, 1.344, -0.171], [0.620, -0.005, 0.343], [1.075, -0.494, 1.488], [0.207, -1.680, 1.832], [-0.897, -1.904, 1.202], [-1.452, -1.300, 0.184], [-0.748, -0.095, -0.110], [0.355, 2.468, -1.793], [0.882, 0.945, -2.181], [0.798, 1.953, 0.779], [2.243, 1.276, -0.093], [-1.269, -3.131, 1.144], [-2.574, -1.051, -0.037], [-0.760, 0.075, -1.082]],
  "nbo_charge": [-0.837, -0.299, 0.368, -0.304, -0.362, 0.237, -0.495, -0.487, 0.363, 0.363, 0.245, 0.216, 0.183, 0.415, 0.394],
  "e_homo_ha": -0.28250,
  "fmax_ha_per_bohr": 0.15334,
  "e_lumo_ha": 0.0162
}


# 8
{
  "formula": "C3H4N2O",
  "method": "ωB97M-V with the def2-TZVPD basis set",
  "symbols": ["C", "N", "C", "N", "O", "C", "H", "H", "H", "H"],
  "coordinates": [[-0.487, -1.035, -0.178], [-1.189, -0.029, -0.515], [-0.424, 1.144, -0.204], [0.926, 0.744, 0.238], [1.614, -0.080, -0.651], [0.852, -0.746, 0.350], [-1.093, -1.952, -0.027], [-0.530, 1.979, -0.869], [-0.967, 1.313, 0.747], [1.299, -1.340, 1.109]],
  "nbo_charge": [0.021, -0.350, -0.144, -0.131, -0.345, 0.097, 0.203, 0.225, 0.218, 0.205],
  "e_homo_ha": -0.34595,
  "fmax_ha_per_bohr": 0.05464,
  "e_lumo_ha": 0.0275
}


Here are the calculated DFT total energy numbers, same order: -362.7339; -249.3874; -310.9980; -2595.5926; -3037.2190; -342.7456; -392.0909; -301.3280 (Eh).
Here are the calculated energy above the lowest of the compared OMol25 structures with the same formula, charge and spin numbers, same order: 3.065; 2.336; 1.668; 2.985; 2.639; 5.124; 5.665; 4.334 (eV).